No. 1
Formula: C24H21BBrF6N6O4PReS2
Source: the Open Molecules 2025 dataset
Level of theory: ωB97M-V/def2-TZVPD

The geometry in XYZ format:
```
67
Properties=species:S:1:pos:R:3:forces:R:3:mulliken_charge:R:1
Re -0.45642 -0.92674 0.51882 -0.1889 0.2092 0.1992 0.622
O 0.80933 -0.86307 -5.58248 -0.0107 -0.0045 0.0205 -0.505
C 0.52793 -0.94852 -4.29021 0.0116 0.0119 -0.0430 0.814
C -0.07783 -2.05276 -3.69024 -0.0166 -0.0074 0.0206 -0.592
C -0.31820 -2.02034 -2.34279 -0.0091 -0.0299 0.0065 -0.545
N -0.00348 -0.97097 -1.54838 0.0521 0.1110 -0.0948 0.003
C 0.61725 0.06634 -2.15180 -0.0222 -0.0048 0.0363 0.071
Br 1.21708 1.47127 -1.04239 0.0611 -0.0047 -0.0529 -0.061
C 0.88162 0.14089 -3.48967 -0.0077 -0.0072 0.0168 -0.483
H 0.55647 -1.66149 -6.06495 0.0045 0.0028 -0.0039 0.327
H -0.35359 -2.92754 -4.26318 -0.0003 -0.0050 0.0061 0.382
H -0.77289 -2.86491 -1.84940 0.0100 -0.0133 -0.0135 0.385
H 1.38591 0.99301 -3.91982 0.0025 0.0032 0.0039 0.519
N -0.94926 -0.81571 2.70649 -0.0391 -0.0564 -0.0758 -0.732
H -1.00149 -1.73800 3.13267 0.0261 0.0053 0.0086 0.278
H -1.83515 -0.36613 2.92767 -0.0133 -0.0130 -0.0328 0.276
H -0.22576 -0.31172 3.21465 -0.0223 0.0329 0.0074 0.313
C 5.13617 -2.96966 2.56182 0.0114 0.0131 -0.0055 -1.366
C 4.99914 -2.81018 1.06654 0.0078 0.0446 0.0266 0.452
C 6.08531 -3.49144 0.27105 -0.0115 -0.0062 -0.0172 -1.393
O 3.70902 -3.44157 0.69918 -0.0293 -0.0031 -0.0281 0.013
P 2.66142 -2.78679 -0.26026 0.0921 -0.0648 -0.0977 0.359
S 3.28145 -1.67394 -1.67596 0.0343 -0.0030 0.0407 -0.262
S 1.51866 -1.67824 1.26759 -0.1558 0.0105 -0.0797 -0.326
O 1.68572 -3.93608 -0.65647 -0.0017 0.0877 0.0444 -0.198
C 1.59735 -5.34406 -0.18356 0.0028 -0.0398 0.0015 0.539
C 2.72272 -6.14330 -0.79855 -0.0212 0.0144 -0.0122 -1.296
C 1.52694 -5.43846 1.32405 0.0103 -0.0297 -0.0074 -1.061
H 6.06592 -2.50642 2.89184 -0.0026 -0.0027 -0.0013 0.455
H 5.16567 -4.02548 2.83230 -0.0003 -0.0026 -0.0006 0.306
H 4.30965 -2.49205 3.08778 -0.0026 -0.0006 -0.0002 0.286
H 4.92602 -1.75626 0.79061 0.0170 -0.0011 0.0037 0.378
H 6.11345 -4.55697 0.50216 0.0044 -0.0006 0.0050 0.307
H 7.05092 -3.05894 0.53284 0.0042 0.0024 -0.0024 0.465
H 5.92838 -3.36027 -0.79886 -0.0030 -0.0009 0.0014 0.295
H 0.64405 -5.64525 -0.61480 0.0023 0.0033 0.0085 0.315
H 3.68509 -5.85554 -0.37774 0.0149 0.0117 0.0075 0.181
H 2.74895 -6.01039 -1.87922 0.0040 -0.0012 0.0008 0.353
H 2.56091 -7.20105 -0.58866 0.0025 0.0022 0.0024 0.463
H 2.48195 -5.19807 1.78718 -0.0330 -0.0081 -0.0017 0.196
H 1.26823 -6.46418 1.58837 -0.0066 0.0010 -0.0022 0.496
H 0.75418 -4.78567 1.72591 -0.0417 0.0283 0.0119 0.160
O -2.51742 -0.02307 -0.13051 -0.0423 -0.1323 0.1977 -0.414
C -1.60992 0.69996 0.24767 0.3473 0.3106 0.0844 0.177
F -1.62390 7.29052 1.58537 0.0050 0.0016 0.0025 -0.275
C -2.74982 6.83839 1.06815 -0.0359 -0.0329 -0.0224 -0.031
C -3.77980 7.69762 0.87323 -0.0701 -0.0580 -0.0382 0.404
F -3.62559 8.95071 1.20630 0.0038 0.0171 0.0047 -0.242
C -5.04581 7.27181 0.30631 0.1166 -0.0902 0.0221 -0.008
C -5.13170 5.86456 -0.03677 0.0290 0.0828 0.0312 -0.003
C -4.09224 5.02671 0.16698 0.0318 0.0579 0.0256 0.356
F -4.21084 3.74187 -0.16138 0.0123 -0.0130 0.0012 -0.245
C -2.85292 5.45795 0.72419 -0.0245 -0.0024 -0.0224 0.820
C -1.78728 4.56415 0.92066 0.1257 -0.1121 -0.1330 -0.211
C -1.85027 3.22036 0.59123 -0.0671 0.3062 0.1310 1.293
N -1.77818 2.08637 0.38238 -0.0179 -0.5418 -0.1828 -0.084
C -0.50806 4.90587 1.47494 -0.1234 0.0570 0.1554 -0.502
N 0.51270 5.09278 1.96638 0.0769 -0.0541 -0.0916 -0.416
F -6.23646 5.39452 -0.55435 -0.0099 -0.0109 -0.0069 -0.250
C -6.08556 8.13637 0.10858 -0.0741 0.0891 -0.0577 1.515
C -6.03139 9.52646 0.43595 -0.0139 -0.0407 0.0304 -0.229
N -6.06294 10.64644 0.69090 0.0015 0.0291 -0.0167 -0.319
C -7.34317 7.74096 -0.44507 0.0157 -0.0221 0.0718 -0.238
N -8.38105 7.47231 -0.85807 -0.0171 0.0165 -0.0415 -0.341
F -2.81725 -2.61569 1.30353 0.0846 0.0106 -0.0252 -0.171
B -1.66695 -2.68855 0.63949 -0.1296 -0.1928 -0.0570 0.365
F -1.35297 -3.87276 0.13384 0.0393 0.0400 0.0302 -0.139
```
Forces are in eV/Å.

Calculated values
- multiplicity = 2
- E_LUMO (spin up / spin down) (eV) = -9.03 / -9.03
- relative energy (zero: lowest compared OMol25 entry of this formula, charge and spin) (eV) = 2.624
- HOMO level (spin up / spin down) (eV) = -13.40 / -13.64
- gap between HOMO and LUMO (spin up / spin down) (eV) = 4.373 / 4.603
- total charge = +2

***

No. 2
Formula: C36H49INO12P3
Source: the Open Molecules 2025 dataset
Level of theory: ωB97M-V/def2-TZVPD

The geometry in XYZ format:
```
102
Properties=species:S:1:pos:R:3:forces:R:3:mulliken_charge:R:1
C -0.66054 -0.03416 -0.03160 0.4362 -0.7537 0.9826 -0.938
C 0.85358 -0.26383 0.27697 2.0165 -0.1133 0.2260 0.724
C 1.57928 0.68591 1.14876 0.6129 -2.1982 -1.1326 -0.860
C 2.97744 0.46038 1.47712 -0.5252 -0.9035 -0.7648 -0.131
C 3.75673 -0.68562 0.97547 -2.7049 0.2260 -0.9078 0.530
C 5.24008 -0.90536 1.39395 -0.8111 0.7533 0.5665 -0.894
C 6.24802 0.14172 0.83143 2.0195 0.5511 -1.2022 1.147
C 6.03337 1.58288 0.74148 2.1359 -1.1761 -0.5602 -0.575
C 7.12745 2.40910 0.21810 0.2583 -0.5457 -0.3048 0.383
C 8.42528 1.89079 -0.21835 -1.5040 -0.8869 0.4618 0.184
C 8.64791 0.43848 -0.13327 -1.3468 0.8813 1.9761 0.242
P 10.29872 -0.31539 -0.64212 0.7132 -0.4703 -1.2753 0.108
N 11.53142 0.26017 0.48148 -1.5652 -0.7762 0.3986 -0.565
O 10.22051 -1.99932 -0.32115 -0.0225 1.7039 1.0974 -0.539
C 7.55831 -0.38325 0.38251 -0.2247 1.4077 0.0294 -0.978
C 9.48423 2.91407 -0.75402 -1.4445 0.2691 -0.2661 -0.038
O 10.66759 2.82408 -0.53807 -0.5696 -0.1628 -0.2604 -0.544
C 8.86665 4.10281 -1.57054 -1.1547 1.0798 -0.5635 0.218
C 9.48611 4.67870 -2.75127 -0.7441 0.9007 0.6218 0.224
C 10.81971 4.13494 -3.34867 -1.4176 0.9667 -0.3773 -0.369
C 10.51995 3.29198 -4.66292 1.4555 0.0931 0.4654 0.221
O 11.39383 2.95585 -5.39247 -0.6797 0.1883 0.4050 -0.437
I 8.46390 2.73817 -5.17401 0.2680 0.0638 0.2028 -0.013
C 8.84547 5.82311 -3.43526 -1.2144 -0.9924 2.3025 -0.434
C 7.58911 6.37248 -2.92089 1.1795 -1.6510 0.4976 -0.571
C 6.93886 5.77383 -1.74985 1.9941 -0.7317 -0.5063 -0.841
C 7.57935 4.64878 -1.09198 0.8347 0.4118 -1.1532 0.465
C 6.94459 3.96763 0.14046 0.2770 -1.1281 -0.0689 -0.124
O 6.36283 4.53784 1.03514 0.1036 0.0776 -0.8717 -0.530
C 3.02127 -1.60848 0.09456 -0.8488 1.3208 0.5498 -0.571
C 1.60521 -1.40628 -0.25632 0.7548 1.5382 1.4923 -0.645
H -1.13958 0.26485 0.94521 0.3276 -0.0436 -1.1164 0.259
H -1.14496 -1.01667 -0.29983 0.5181 1.0831 -0.0002 0.155
H -0.85322 0.73885 -0.81471 0.2127 -0.6723 0.6377 0.324
H 0.98939 1.53829 1.55550 0.8105 -0.6773 -0.2450 0.318
H 3.49384 1.18439 2.15275 -0.6158 -0.7092 -0.5480 0.355
H 5.26936 -0.80308 2.52127 0.0119 -0.1613 -1.0911 0.356
H 5.53005 -1.96125 1.17163 -0.0052 1.0090 -0.0514 0.419
H 5.07186 2.03579 1.05893 0.9838 -0.2233 -0.3611 0.212
H 11.11490 0.57737 1.36196 0.3317 -0.0181 -0.2026 0.268
H 12.18113 -0.50360 0.68982 -0.1089 0.3401 -0.1916 0.295
H 10.50006 -2.10700 0.61294 -0.4052 -0.2790 -0.5350 0.304
H 7.74809 -1.48398 0.46197 -0.2669 1.1184 -0.1261 0.395
H 11.45596 3.58538 -2.61438 -0.6867 0.1738 -0.7921 0.405
H 11.39070 5.03945 -3.71195 -0.3974 -1.0909 0.2639 0.337
H 9.32216 6.26739 -4.34061 -0.4583 -0.4591 0.9049 0.375
H 7.16047 7.24217 -3.46867 0.1943 -0.8474 0.6973 0.351
H 5.98818 6.15292 -1.31558 0.8654 -0.2314 -0.5393 0.432
H 3.51299 -2.51197 -0.34368 -0.2987 0.9510 0.5481 0.267
H 1.07470 -2.14848 -0.90710 0.6758 0.7892 0.6872 0.310
C -8.63937 1.28205 -3.82044 0.0054 0.0543 0.0881 -0.949
C -7.26111 0.90064 -4.32462 -0.1656 0.1553 -0.3469 -0.365
O -6.32867 0.77303 -3.25781 -0.8866 -0.2502 0.4463 -0.404
P -6.26186 -0.60875 -2.34231 6.3104 4.9194 -2.9923 0.980
O -6.23587 -1.58379 -3.50081 -3.0371 -1.4209 2.4564 -0.799
O -4.64239 -0.60745 -2.02063 -0.6511 -0.8000 0.9138 -0.168
C -3.83173 -1.71660 -2.40307 0.2294 -0.1615 -0.3639 -0.302
C -3.19137 -1.47152 -3.75777 0.1180 0.1588 -0.1008 -1.173
O -6.41996 0.25485 -0.90921 -1.3572 -2.2032 -1.1117 -0.342
C -6.77230 1.62083 -0.74842 -0.9970 0.6576 0.3578 -0.154
C -8.21587 1.73702 -0.29039 -0.0534 -0.0984 0.3013 -1.207
H -9.03342 0.51373 -3.14932 -0.0480 -0.0305 -0.0900 0.208
H -9.33464 1.40416 -4.65328 0.0190 -0.0467 0.0297 0.420
H -8.60182 2.22136 -3.26511 -0.0121 -0.0208 -0.0264 0.226
H -7.31414 -0.00963 -4.92410 0.1190 -0.0917 0.1528 0.310
H -6.88434 1.69027 -4.97849 0.1304 -0.0082 0.1181 0.324
H -4.41130 -2.64092 -2.39457 -0.0177 0.1079 -0.1138 0.434
H -3.04896 -1.82865 -1.64884 -0.1196 0.1640 0.1075 0.265
H -3.91265 -1.11638 -4.49571 -0.1146 -0.1883 0.1131 0.271
H -2.72793 -2.38535 -4.13580 0.0087 0.0396 0.0249 0.379
H -2.42232 -0.69955 -3.67902 0.0186 -0.0624 0.0372 0.282
H -6.58616 2.23505 -1.62418 0.0450 -0.4179 -0.2437 0.354
H -6.12066 2.01743 0.03736 0.1314 -0.3901 -0.0097 0.339
H -8.87655 1.11720 -0.89860 0.0562 0.1572 -0.1190 0.238
H -8.55518 2.77295 -0.33234 -0.0159 -0.0120 -0.0080 0.367
H -8.31760 1.38186 0.73862 0.0084 0.0443 -0.0658 0.335
C -5.95738 -6.15917 4.31483 -0.0921 0.0178 0.0386 -0.972
C -5.64059 -5.28745 3.11517 0.0955 -0.3578 -0.1580 -0.362
O -6.30115 -4.03022 3.19085 0.1289 -0.2407 0.9608 -0.368
P -5.68795 -2.79735 4.11730 -3.6471 0.3235 -7.7066 1.143
O -4.26599 -2.88566 3.60282 0.4193 -0.0920 4.1451 -0.780
O -6.17522 -1.52019 3.19159 0.2620 0.4177 1.3130 -0.344
C -5.21510 -0.59927 2.67435 0.3691 -0.0027 -0.3901 -0.655
C -4.79844 -0.98953 1.26752 -0.2354 -0.1944 -0.1499 -0.228
O -7.14139 -2.60306 4.93421 2.5944 0.1506 0.9766 -0.379
C -8.27224 -3.46078 4.92012 -0.5257 -0.7936 0.7465 -0.071
C -8.33586 -4.26383 6.20791 -0.0704 0.1623 0.2504 -1.146
H -5.62099 -5.68304 5.24007 0.0835 -0.0636 -0.0177 0.208
H -5.46621 -7.13025 4.22658 0.0180 0.0519 0.0190 0.412
H -7.03317 -6.32584 4.39854 0.0338 -0.0114 -0.0033 0.229
H -4.56127 -5.16928 3.00562 -0.0316 0.2063 0.0414 0.328
H -6.00043 -5.77740 2.20759 -0.0824 0.1510 -0.0121 0.314
H -4.35457 -0.52280 3.34137 -0.0391 -0.1172 -0.0643 0.357
H -5.68518 0.38761 2.65197 -0.1781 -0.1029 0.0900 0.358
H -4.54701 -2.05016 1.19203 0.1729 0.0650 0.2664 0.356
H -3.93452 -0.40383 0.94407 -0.0660 0.0140 -0.0540 0.261
H -5.61843 -0.81240 0.56563 0.3977 -0.0326 0.4178 -0.060
H -8.32995 -4.10680 4.04921 0.4697 0.1032 -0.0663 0.253
H -9.15149 -2.81092 4.86626 0.2934 0.2669 0.0133 0.350
H -7.36978 -4.71275 6.44406 -0.0754 -0.1069 -0.1613 0.261
H -9.09024 -5.04896 6.14009 0.0178 -0.0094 0.0128 0.327
H -8.58956 -3.61329 7.04900 -0.0074 -0.0557 -0.0625 0.347
```
Forces are in eV/Å.

Calculated values
- E_LUMO (eV) = -1.08
- HOMO level (eV) = -8.40
- gap between HOMO and LUMO (eV) = 7.315

***

No. 3
Formula: C5H8N2O
Source: the Open Molecules 2025 dataset
Level of theory: ωB97M-V/def2-TZVPD

The geometry in XYZ format:
```
16
Properties=species:S:1:pos:R:3:forces:R:3:mulliken_charge:R:1
C 0.05787 -1.88268 0.03926 0.3235 1.3573 -0.4388 -1.058
N 0.05966 -0.42540 -0.09251 0.6977 -3.9024 0.4978 0.095
C -1.08017 0.23840 0.03029 -1.1195 1.6078 -0.8227 0.273
N -2.31840 -0.47171 -0.01679 1.3021 0.3353 -3.0083 -0.526
C -0.78628 1.58191 0.02173 1.2519 -1.7883 -0.1509 -0.667
C 0.67784 1.58690 0.00307 -0.3051 3.3894 0.9118 -0.725
C 1.15006 0.31387 0.07431 -0.1018 0.0144 -1.3750 0.494
O 2.34321 -0.39524 0.00277 0.2808 2.4253 -0.1830 -0.539
H 1.02149 -2.33014 -0.21204 -0.2513 0.1687 0.6753 0.289
H -0.39137 -1.92671 0.99121 0.2660 -1.6599 1.5342 0.394
H -0.68777 -2.19878 -0.62205 -0.9152 -0.9068 -1.1190 0.360
H -2.79291 -0.20822 0.77528 -1.8128 0.5328 2.0609 0.263
H -2.79576 -0.07924 -0.85050 -0.0755 -0.6452 0.9236 0.278
H -1.55510 2.30920 -0.15084 0.3245 0.6668 0.3101 0.378
H 1.17602 2.55098 0.11156 0.4023 -0.5661 -0.1979 0.342
H 2.97505 0.29417 -0.31171 -0.2677 -1.0290 0.3820 0.349
```
Forces are in eV/Å.

Calculated values
- E_LUMO (eV) = 0.80
- relative energy (zero: lowest compared OMol25 entry of this formula, charge and spin) (eV) = 1.986
- HOMO level (eV) = -7.74
- gap between HOMO and LUMO (eV) = 8.531

***

What did the third record say?
Formula: C5H8N2O
Source: the Open Molecules 2025 dataset
Level of theory: ωB97M-V/def2-TZVPD

The geometry in XYZ format:
```
16
Properties=species:S:1:pos:R:3:forces:R:3:mulliken_charge:R:1
C 0.05787 -1.88268 0.03926 0.3235 1.3573 -0.4388 -1.058
N 0.05966 -0.42540 -0.09251 0.6977 -3.9024 0.4978 0.095
C -1.08017 0.23840 0.03029 -1.1195 1.6078 -0.8227 0.273
N -2.31840 -0.47171 -0.01679 1.3021 0.3353 -3.0083 -0.526
C -0.78628 1.58191 0.02173 1.2519 -1.7883 -0.1509 -0.667
C 0.67784 1.58690 0.00307 -0.3051 3.3894 0.9118 -0.725
C 1.15006 0.31387 0.07431 -0.1018 0.0144 -1.3750 0.494
O 2.34321 -0.39524 0.00277 0.2808 2.4253 -0.1830 -0.539
H 1.02149 -2.33014 -0.21204 -0.2513 0.1687 0.6753 0.289
H -0.39137 -1.92671 0.99121 0.2660 -1.6599 1.5342 0.394
H -0.68777 -2.19878 -0.62205 -0.9152 -0.9068 -1.1190 0.360
H -2.79291 -0.20822 0.77528 -1.8128 0.5328 2.0609 0.263
H -2.79576 -0.07924 -0.85050 -0.0755 -0.6452 0.9236 0.278
H -1.55510 2.30920 -0.15084 0.3245 0.6668 0.3101 0.378
H 1.17602 2.55098 0.11156 0.4023 -0.5661 -0.1979 0.342
H 2.97505 0.29417 -0.31171 -0.2677 -1.0290 0.3820 0.349
```
Forces are in eV/Å.

Calculated values
- E_LUMO (eV) = 0.80
- relative energy (zero: lowest compared OMol25 entry of this formula, charge and spin) (eV) = 1.986
- HOMO level (eV) = -7.74
- gap between HOMO and LUMO (eV) = 8.531